[1]
A cluster of 2 separate species, BrH3O3P in total in a non-equilibrium geometry. Source: the OMol25 dataset; level of theory: the ωB97M-V functional and the def2-TZVPD basis.

Its spin multiplicity is 1. For the LUMO energy (spin up / spin down), the calculation gives -0.314 / -0.315 Eh. The electronic energy comes out at -3142.597253 a.u. The energy relative to the best compared isomer or geometry (same formula, charge and spin) comes out at 340.2 kJ/mol. As for the largest force on an atom: 0.0537 Eh/bohr. As for the charge: +1.

Cartesian coordinates (Å):
O: 0.43 0.78 -1.23
O: 0.82 0.64 1.25
O: 0.53 -1.46 -0.09
P: 0.04 0.02 0.07
Br: -3.21 0.05 0.05
H: 0.29 1.73 -1.36
H: 0.86 0.26 2.14
H: 0.24 -2.01 -0.82

=====

[2]
An isolated molecule of BrH4N2P in a non-equilibrium geometry. Source: the OMol25 dataset; level of theory: the ωB97M-V functional and the def2-TZVPD basis.

Its spin multiplicity is 1. For the LUMO energy, the calculation gives 0.036 Eh. As for the SMILES: NP(N)Br. The electronic energy comes out at -3027.302605 a.u. The energy relative to the best compared isomer or geometry (same formula, charge and spin) comes out at 45.8 kJ/mol. As for the largest force on an atom: 0.1185 Eh/bohr. As for the charge: 0.

Cartesian coordinates (Å):
N: -1.07 -0.61 0.05
N: 0.97 0.49 -0.75
P: 0.07 0.72 0.63
Br: 1.05 -0.59 2.17
H: -1.92 -0.69 0.69
H: -1.49 -0.09 -0.66
H: 0.87 -0.43 -1.21
H: 1.52 1.20 -0.91

=====

[3]
A structure of composition BrH6LiO3. Source: the OMol25 dataset; level of theory: the ωB97M-V functional and the def2-TZVPD basis.

Its spin multiplicity is 1. For the LUMO energy, the calculation gives -0.012 Eh. The electronic energy comes out at -2810.969322 a.u. The energy relative to the best compared isomer or geometry (same formula, charge and spin) comes out at 11.1 kJ/mol. As for the largest force on an atom: 0.0097 Eh/bohr. As for the charge: 0.

Cartesian coordinates (Å):
Li: -19.48 -0.95 -18.86
Br: -19.59 1.13 -20.08
O: -19.21 -1.69 -17.02
H: -18.60 -1.73 -16.29
H: -19.80 -2.45 -16.95
O: -18.52 -2.21 -20.23
H: -17.62 -1.86 -20.25
H: -18.76 -2.26 -21.16
O: -21.28 -2.08 -19.03
H: -21.51 -2.65 -19.77
H: -22.10 -1.74 -18.67

=====

[4]
A structure of composition BrH8NSi3 in a non-equilibrium geometry. Source: the OMol25 dataset; level of theory: the ωB97M-V functional and the def2-TZVPD basis.

Its spin multiplicity is 1. For the LUMO energy, the calculation gives 0.028 Eh. The electronic energy comes out at -3502.096174 a.u. The energy relative to the best compared isomer or geometry (same formula, charge and spin) comes out at 0.0 kJ/mol. As for the largest force on an atom: 0.0521 Eh/bohr. As for the charge: 0.

Cartesian coordinates (Å):
N: 0.01 -0.02 0.11
Si: -0.79 1.51 -0.25
Si: -0.76 -1.28 1.07
Si: 1.57 -0.19 -0.58
Br: 1.51 -0.50 -2.77
H: -0.19 1.88 -1.43
H: -0.74 2.60 0.66
H: -2.15 1.17 -0.46
H: -0.38 -2.64 0.48
H: -0.38 -1.12 2.37
H: -2.17 -0.87 1.11
H: 2.41 0.92 -0.23
H: 2.05 -1.47 -0.09

=====

[5]
A structure of composition BrHNO2S in a non-equilibrium geometry. Source: the OMol25 dataset; level of theory: the ωB97M-V functional and the def2-TZVPD basis.

Its spin multiplicity is 1. For the LUMO energy, the calculation gives 0.132 Eh. The electronic energy comes out at -3178.042885 a.u. The energy relative to the best compared isomer or geometry (same formula, charge and spin) comes out at 41.3 kJ/mol. As for the largest force on an atom: 0.0214 Eh/bohr. As for the charge: -1.

Cartesian coordinates (Å):
N: -0.60 -1.83 -0.41
O: -2.06 -0.12 -1.35
O: -0.50 0.50 0.56
S: -1.65 -0.68 -0.06
Br: -0.54 -3.08 0.97
H: 0.26 0.17 0.08

=====

[6]
A structure of composition BrINO3S in a non-equilibrium geometry. Source: the OMol25 dataset; level of theory: the ωB97M-V functional and the def2-TZVPD basis.

Its spin multiplicity is 1. For the LUMO energy, the calculation gives 0.110 Eh. The electronic energy comes out at -3550.345117 a.u. The energy relative to the best compared isomer or geometry (same formula, charge and spin) comes out at 65.9 kJ/mol. As for the largest force on an atom: 0.0538 Eh/bohr. As for the charge: -1.

Cartesian coordinates (Å):
N: -1.32 0.35 0.07
O: 1.13 0.33 0.88
O: 0.21 -1.78 0.15
O: 0.65 -0.13 -1.38
S: 0.11 -0.34 0.16
Br: 1.12 1.49 -1.82
I: -1.90 0.08 1.95